--- 1 ---
Density functional theory data (ωB97M-V with the def2-TZVPD basis set) for a structure of composition C3H9NSi.

Lowest unoccupied orbital energy ... 0.54 eV
E_HOMO ... -8.26 eV

Structure (ORCA input):
```
! RIJCOSX wB97M-V def2-TZVPD def2/J DEFGRID3
* xyz 0 1
C -1.9694 2.4353 0.2640
C -0.6722 2.1105 0.4187
C -0.4326 -0.3488 0.0578
N 0.5736 -1.2648 0.4526
Si 2.0763 -1.5367 -0.5187
H -2.9167 1.9621 0.1437
H -2.0887 3.5119 0.5445
H 0.5304 -1.7393 1.2904
H -1.3672 -0.6502 0.5094
H -0.1667 0.8224 0.3182
H -0.4605 -0.2395 -0.9836
H 3.1892 -0.7067 -0.6428
H 2.2499 -2.8868 -0.0175
H 1.4548 -1.4694 -1.8367
*
```



--- 2 ---
Density functional theory data (ωB97M-V with the def2-TZVPD basis set) for the molecule C3H9NSi.

Lowest unoccupied orbital energy ... 0.88 eV
SMILES ... C[Si]1(C)CN1
E_HOMO ... -8.73 eV

Structure (ORCA input):
```
! RIJCOSX wB97M-V def2-TZVPD def2/J DEFGRID3
* xyz 0 1
C 1.0850 1.4763 0.2111
Si -0.1234 -0.0589 -0.0078
C 0.5309 -1.5357 -0.9682
C -1.9845 0.1673 -0.0071
N -1.2581 -0.3513 1.2384
H 0.5416 2.4172 0.2926
H 1.6635 1.3217 1.1296
H 1.8509 1.4763 -0.5260
H 1.5197 -1.8765 -0.5102
H -0.2138 -2.3799 -1.1948
H 0.9423 -1.1899 -1.8866
H -2.8318 -0.3775 -0.5335
H -2.1835 1.2584 0.0175
H -1.4907 -0.3553 2.2194
*
```



Here is how they stack up, most stable first: 2, 1.



--- 1 ---
Density functional theory data (ωB97M-V with the def2-TZVPD basis set) for a cluster of 2 separate species, C7H8N2O3 in total.

Lowest unoccupied orbital energy ... 0.51 eV
SMILES ... C=C(CC#[N+][O-])COC#N.C=O
E_HOMO ... -9.51 eV

Structure (ORCA input):
```
! RIJCOSX wB97M-V def2-TZVPD def2/J DEFGRID3
* xyz 0 1
C -2.0464 0.2018 -1.1463
C -1.2275 -0.4357 -0.3284
C -1.1893 -0.1218 1.1493
C 0.1016 0.3369 1.6093
N 1.1186 0.5443 2.1170
O 2.1731 0.8679 2.5589
C -0.3544 -1.5463 -0.8489
O 1.0291 -1.3893 -0.5039
C 1.4698 -2.0874 0.4622
N 1.8925 -2.7286 1.3102
H -2.1022 -0.0358 -2.1933
H -2.6886 0.9908 -0.7991
H -1.4785 -1.0124 1.7221
H -1.9167 0.6701 1.3538
H -0.7142 -2.5175 -0.4830
H -0.3729 -1.5431 -1.9422
C 1.5779 2.4506 -1.0087
O 0.4872 2.0269 -1.2472
H 1.9031 3.4565 -1.3204
H 2.3376 1.8721 -0.4614
*
```



--- 2 ---
Density functional theory data (ωB97M-V with the def2-TZVPD basis set) for a cluster of 2 separate species, C7H8N2O3 in total.

Lowest unoccupied orbital energy (alpha / beta) ... -0.61 / -0.61 eV
E_HOMO (alpha / beta) ... -8.18 / -8.18 eV

Structure (ORCA input):
```
! RIJCOSX wB97M-V def2-TZVPD def2/J DEFGRID3
* xyz 0 1
C 2.5113 1.2143 -0.2661
C 1.5732 1.6251 0.6849
C 2.2921 0.1507 -1.1229
C 0.5885 0.7607 1.0651
C 1.1713 -0.6313 -0.8256
C 0.3120 -0.4015 0.2547
C -0.9394 -1.1350 0.3438
N -1.8240 -1.0973 1.4439
N -2.1071 0.5006 -0.7337
O -2.9686 1.0596 -0.0281
O -1.8849 0.8734 -1.8234
O -0.9774 -2.1770 -0.4323
H 3.2354 1.8712 -0.6674
H 1.9015 2.4112 1.3490
H 2.8731 -0.0084 -1.9993
H -0.0451 1.0642 1.8591
H 1.0371 -1.4576 -1.4016
H -2.3983 -0.2686 1.3519
H -2.5283 -1.8123 1.4194
H -1.8224 -2.5420 -0.4713
*
```



Here is how they stack up, most stable first: 2, 1.



--- 1 ---
Density functional theory data (ωB97M-V with the def2-TZVPD basis set) for the molecule C6H9P.

Lowest unoccupied orbital energy (alpha / beta) ... -1.21 / -0.85 eV
SMILES ... C#P=C/C(C)=C/C
E_HOMO (alpha / beta) ... -8.05 / -7.81 eV

Structure (ORCA input):
```
! RIJCOSX wB97M-V def2-TZVPD def2/J DEFGRID3
* xyz 0 1
C -2.6680 -1.4440 0.3603
P -2.8580 0.1308 -0.1162
C -1.3906 1.1327 0.0840
C -0.0304 0.6242 0.0838
C 1.0964 1.4971 0.1160
C 0.1676 -0.7006 -0.0439
C 1.5054 -1.2835 -0.1792
H -3.2274 -2.1748 -0.2396
H -1.5755 2.1657 0.0851
H 0.7933 2.5815 -0.1722
H 1.9628 1.2583 -0.5105
H 1.5238 1.7427 1.1200
H -0.8185 -1.3395 -0.0140
H 2.0379 -0.6288 -0.8309
H 1.5772 -2.3579 -0.6070
H 1.9040 -1.2037 0.8642
*
```



--- 2 ---
Density functional theory data (ωB97M-V with the def2-TZVPD basis set) for the molecule C6H9P.

Lowest unoccupied orbital energy (alpha / beta) ... -0.29 / 0.07 eV
E_HOMO (alpha / beta) ... -7.86 / -7.83 eV

Structure (ORCA input):
```
! RIJCOSX wB97M-V def2-TZVPD def2/J DEFGRID3
* xyz 0 1
C -1.3884 0.8501 0.5073
C 0.8040 1.1648 -1.3590
C -0.0861 -1.2811 1.1751
C -0.0664 0.1878 0.8992
C 0.0649 -0.0997 -1.6520
C -0.2472 0.5544 -0.4646
P 1.0136 -2.2045 0.0357
H -2.2317 0.2168 0.5260
H -1.5321 1.9271 0.7613
H 1.7950 1.1583 -1.1344
H 0.4643 1.9125 -2.0641
H 0.2030 -1.5484 2.2077
H -1.0522 -1.7821 0.9614
H 0.6507 0.7737 1.5335
H -0.5643 -0.3560 -2.4634
H 2.1729 -1.4738 0.5303
*
```



Here is how they stack up, most stable first: 2, 1.



--- 1 ---
Density functional theory data (ωB97M-V with the def2-TZVPD basis set) for the molecule C5H7NO3.

Lowest unoccupied orbital energy ... -0.08 eV
E_HOMO ... -9.07 eV

Structure (ORCA input):
```
! RIJCOSX wB97M-V def2-TZVPD def2/J DEFGRID3
* xyz 0 1
C 0.4274 0.8062 -0.2891
C -0.6711 -0.6821 1.5438
C -0.2684 1.0118 -1.6326
C -1.1038 -0.9682 -0.8982
N 1.8719 0.9213 -0.3597
C -0.0727 -0.5832 0.1254
O -1.1369 -0.0750 -1.8328
O -1.0162 -1.9913 1.8797
O -0.1326 1.8752 -2.4400
H -1.6206 -2.3339 1.2105
H 0.0613 1.5704 0.4077
H 2.1437 1.8613 -0.6169
H 2.2479 0.2865 -1.0544
H 0.0778 -0.3642 2.2713
H -1.5410 -0.0119 1.6165
H 0.7333 -1.3228 0.0689
*
```



--- 2 ---
Density functional theory data (ωB97M-V with the def2-TZVPD basis set) for a cluster of 2 separate species, C5H7NO3 in total.

Lowest unoccupied orbital energy (alpha / beta) ... -0.71 / -0.02 eV
E_HOMO (alpha / beta) ... -7.65 / -8.84 eV

Structure (ORCA input):
```
! RIJCOSX wB97M-V def2-TZVPD def2/J DEFGRID3
* xyz 0 1
C 0.0975 -1.7123 1.4104
C -0.5135 0.0874 -0.4404
C 2.2752 -0.8233 0.6233
C -2.2411 0.5562 -1.9569
C 1.2145 -0.8650 1.5971
N -0.7539 -2.4769 1.3046
O 0.4119 0.2403 -1.1972
O 1.1576 0.2364 2.3782
O -1.8130 0.2075 -0.5828
H 2.6509 -1.8215 0.4378
H 3.0445 -0.2357 0.9561
H 1.8027 -0.4642 -0.2087
H -1.3573 0.4391 -2.5181
H -2.5264 1.5638 -2.0260
H -3.1117 -0.1087 -2.1234
H 0.2679 0.3814 2.7051
*
```



Here is how they stack up, most stable first: 1, 2.



--- 1 ---
Density functional theory data (ωB97M-V with the def2-TZVPD basis set) for a cluster of 2 separate species, C4HF3 in total.

Lowest unoccupied orbital energy ... 0.55 eV
SMILES ... FC#CF.C#CF
E_HOMO ... -10.12 eV

Structure (ORCA input):
```
! RIJCOSX wB97M-V def2-TZVPD def2/J DEFGRID3
* xyz 0 1
F 2.6822 0.7033 0.0662
C 2.3285 -0.4809 -0.0857
C 1.9265 -1.5921 0.1700
F 1.5285 -2.7641 0.0195
C -1.3801 0.0053 -1.5538
C -1.5250 -0.6713 -0.5803
F -1.6409 -1.3506 0.5205
H -1.1213 0.5820 -2.5034
*
```



--- 2 ---
Density functional theory data (ωB97M-V with the def2-TZVPD basis set) for the molecule C4HF3.

Lowest unoccupied orbital energy ... -2.24 eV
E_HOMO ... -10.65 eV

Structure (ORCA input):
```
! RIJCOSX wB97M-V def2-TZVPD def2/J DEFGRID3
* xyz 0 1
C 1.3298 2.1678 0.5973
C 0.9968 1.0677 0.0016
C 0.7244 -0.2008 -0.2079
C -0.7895 -0.4079 0.0087
F -0.9050 -1.1397 1.1048
F -1.5341 0.7299 0.0116
F -1.2798 -1.1009 -1.0331
H 1.4574 -1.1161 -0.4831
*
```



Here is how they stack up, most stable first: 2, 1.



--- 1 ---
Density functional theory data (ωB97M-V with the def2-TZVPD basis set) for the molecule C3H5NOS2.

Lowest unoccupied orbital energy ... 0.42 eV
E_HOMO ... -8.29 eV

Structure (ORCA input):
```
! RIJCOSX wB97M-V def2-TZVPD def2/J DEFGRID3
* xyz 0 1
C -0.5497 0.3369 0.7509
C -0.1104 -0.9428 0.2678
C 1.8118 1.4044 -0.1680
N 2.4462 0.3007 0.0198
O 3.6599 0.1792 0.1113
S 0.0701 1.6996 -0.2397
S 1.7158 -1.2759 0.3248
H -1.5534 0.5711 0.7160
H -0.1451 0.5434 1.7082
H -0.5620 -1.7683 0.7734
H -0.5327 -0.9715 -0.8399
H 2.5447 2.2104 -0.1003
*
```



--- 2 ---
Density functional theory data (ωB97M-V with the def2-TZVPD basis set) for the molecule C3H5NOS2.

Lowest unoccupied orbital energy ... -0.67 eV
SMILES ... CS/C(C=S)=N\O
E_HOMO ... -8.74 eV

Structure (ORCA input):
```
! RIJCOSX wB97M-V def2-TZVPD def2/J DEFGRID3
* xyz 0 1
C 1.1081 0.5680 1.6187
S -0.3052 1.2064 0.6803
C -0.6208 0.0625 -0.6433
C -2.0949 0.0667 -1.0783
S -2.8171 -1.1788 -1.7957
N 0.1303 -0.7103 -1.3161
O 1.4366 -0.7102 -0.9294
H 2.0388 0.4509 1.0133
H 0.7512 -0.3077 2.0915
H 1.3523 1.2511 2.4261
H -2.7149 0.8961 -0.8183
H 1.7355 -1.5948 -1.2487
*
```



Here is how they stack up, most stable first: 2, 1.